Record 1
The ion C12H14N with charge +1 in a non-equilibrium geometry. Source: the Open Molecules 2025 dataset; level of theory: ωB97M-V with the def2-TZVPD basis set.

Values from the calculation:
**E_tot**: -520.13707 a.u.
**E_LUMO**: -3.69 eV
**Max |F|**: 2.5 eV Å⁻¹
**Frontier orbital gap**: 9.1 eV
**SMILES**: CC[N@@H+]1[C@@H]2C=C[C@H]1c1ccccc12

Geometry as ORCA input:
```
! RIJCOSX wB97M-V def2-TZVPD def2/J DEFGRID3
* xyz 1 1
C 2.41357 -2.30441 -0.62234
C 1.33911 -2.14608 0.44129
N 0.32946 -1.15469 0.06553
C 0.91487 0.45233 -0.47639
C 1.44374 0.85001 0.85977
C 0.67770 0.33713 1.81687
C -0.42151 -0.49179 1.16978
C -1.26547 0.50266 0.39004
C -2.56364 0.92149 0.54330
C -3.05874 1.85890 -0.36437
C -2.26567 2.35622 -1.38155
C -0.93971 1.95459 -1.51894
C -0.45285 1.02571 -0.62831
H 3.06257 -3.12830 -0.34110
H 1.98740 -2.52253 -1.59842
H 3.02466 -1.40833 -0.68985
H 1.79716 -1.83408 1.38214
H 0.82949 -3.10141 0.59729
H -0.27331 -1.49893 -0.68338
H 1.56497 0.35490 -1.33511
H 2.29765 1.49015 0.96193
H 0.76126 0.47501 2.87677
H -0.95044 -1.18332 1.82321
H -3.18859 0.55195 1.34057
H -4.07763 2.19727 -0.26541
H -2.67482 3.07168 -2.07643
H -0.31127 2.37386 -2.28690
*
```

Atom charges from the Löwdin analysis, given in e for atoms 1 to 5:
1. C -0.052
2. C -0.187
3. N 0.015
4. C 0.003
5. C -0.009

***

Record 2
A structure of composition C12H14N2 in a non-equilibrium geometry. Source: the Open Molecules 2025 dataset; level of theory: ωB97M-V with the def2-TZVPD basis set.

Values from the calculation:
**E_tot**: -575.01661 a.u.
**E_LUMO**: 0.77 eV
**Max |F|**: 5.2 eV Å⁻¹
**Frontier orbital gap**: 9.3 eV

Geometry as ORCA input:
```
! RIJCOSX wB97M-V def2-TZVPD def2/J DEFGRID3
* xyz 0 1
C -1.24984 1.28536 -1.15888
C 2.42286 -1.75335 -0.62691
C 3.42988 -0.88808 -0.29034
C 1.13086 -1.33743 -0.54978
C 3.04239 0.37067 0.11874
C 0.84620 -0.02845 -0.19514
C 1.76871 0.89897 0.15822
C -1.56993 0.67907 1.34293
C -2.21068 -0.75023 1.27263
C -1.14327 0.34405 -0.15110
C 1.50783 2.30661 0.54660
C -2.82092 -1.35132 -1.12365
N -1.33934 2.00422 -2.05871
N -1.86815 -0.92453 -0.12709
H 2.70500 -2.68679 -1.02192
H 4.35830 -1.03414 -0.69338
H 0.22290 -2.04218 -0.67689
H 3.81271 0.99741 0.58198
H -2.28630 1.58531 1.24340
H -0.70361 0.79141 2.10431
H -1.64557 -1.41739 1.95151
H -3.25853 -0.59201 1.65422
H 1.39111 2.49914 1.57976
H 2.24085 2.96166 0.03406
H 0.47725 2.49167 0.16189
H -3.12073 -2.29576 -0.83017
H -3.75704 -0.74588 -1.05296
H -2.38295 -1.36801 -2.19333
*
```

Atom charges from the Löwdin analysis, given in e for atoms 1 to 5:
1. C -0.231
2. C -0.104
3. C -0.077
4. C -0.070
5. C -0.058

***

Record 3
A structure of composition C12H14N2O2Pd in a non-equilibrium geometry. Source: the Open Molecules 2025 dataset; level of theory: ωB97M-V with the def2-TZVPD basis set.

Values from the calculation:
**E_tot**: -853.23981 a.u.
**E_LUMO (spin up / spin down)**: 0.78 / -2.11 eV
**Max |F|**: 3.9 eV Å⁻¹
**Frontier orbital gap (spin up / spin down)**: 7.4 / 6.2 eV
**⟨S²⟩**: 6.0607

Geometry as ORCA input:
```
! RIJCOSX wB97M-V def2-TZVPD def2/J DEFGRID3
* xyz 0 5
C 2.41269 -0.02571 -1.91547
C 2.87315 0.58304 -0.70398
C 2.09293 1.76917 -0.48076
C 1.12091 1.88307 -1.55303
C 1.32014 0.72535 -2.44257
Pd 0.47047 0.23433 -0.52327
C 1.13875 -0.84363 1.48079
C 1.07855 -1.90938 0.51913
C 2.02450 -2.87947 0.13661
N 0.30737 -1.66203 -0.64445
H 2.14322 2.43916 0.37148
H 3.65538 0.17602 -0.07408
H 0.30984 2.58031 -1.68863
H 0.70176 0.45646 -3.29271
H 2.71926 -0.98127 -2.35549
H 2.11988 -0.46479 1.84115
H -0.71417 -1.89232 -0.79318
H 0.42903 -1.03128 2.29211
H 2.85977 -3.38914 0.66327
H 2.07825 -3.01140 -0.98427
O -1.74230 -1.75802 1.30632
C -2.10078 -0.56847 1.06691
C -3.44354 0.08482 1.45437
C -3.42070 1.46234 0.87042
C -2.00925 1.58951 0.17606
O -1.59664 2.56588 -0.39694
N -1.41127 0.37792 0.37540
H -4.25038 -0.50981 1.02091
H -3.50776 0.10913 2.54648
H -4.18862 1.63464 0.10481
H -3.47044 2.25561 1.62260
*
```

Atom charges from the Löwdin analysis, given in e for atoms 1 to 5:
1. C -0.165
2. C -0.137
3. C -0.154
4. C -0.220
5. C -0.163

***

Record 4
The molecule C12H14N4O2 in a non-equilibrium geometry. Source: the Open Molecules 2025 dataset; level of theory: ωB97M-V with the def2-TZVPD basis set.

Values from the calculation:
**E_tot**: -835.17265 a.u.
**E_LUMO**: 0.75 eV
**Max |F|**: 1.1 eV Å⁻¹
**Frontier orbital gap**: 9.4 eV
**SMILES**: COC(=O)CCn1nnc(-c2ccc(C)cc2)n1

Geometry as ORCA input:
```
! RIJCOSX wB97M-V def2-TZVPD def2/J DEFGRID3
* xyz 0 1
C -6.84792 -0.74161 -0.76079
O -5.47350 -0.44569 -0.98189
C -4.76115 -0.11230 0.09638
O -5.20923 -0.05738 1.20926
C -3.32527 0.18707 -0.28152
C -2.49579 0.51805 0.95891
N -1.16171 0.88032 0.59029
N -0.83703 2.05017 0.09510
N 0.42219 2.02631 -0.14772
C 0.86760 0.80150 0.21224
C 2.24382 0.37157 0.10556
C 3.20771 1.24585 -0.39331
C 4.52224 0.83934 -0.48714
C 4.90696 -0.43828 -0.08964
C 6.33804 -0.86429 -0.20797
C 3.93795 -1.30366 0.40433
C 2.61831 -0.90886 0.50370
N -0.13665 0.06257 0.68097
H -6.94734 -1.59656 -0.08947
H -7.26921 -0.96912 -1.73612
H -7.35231 0.11701 -0.31386
H -3.31994 1.03275 -0.97314
H -2.91485 -0.67725 -0.80747
H -2.95151 1.35601 1.49149
H -2.43719 -0.34533 1.62369
H 2.90615 2.23602 -0.69808
H 5.26775 1.52026 -0.87261
H 6.51005 -1.80530 0.30835
H 6.60457 -0.99367 -1.25709
H 6.99853 -0.10690 0.21059
H 4.22209 -2.29857 0.71684
H 1.86666 -1.58006 0.89012
*
```

Atom charges from the Löwdin analysis, given in e for atoms 1 to 5:
1. C -0.045
2. O -0.036
3. C -0.513
4. O 0.121
5. C -0.061

***

Please write out number 3 again, unchanged.
A structure of composition C12H14N2O2Pd in a non-equilibrium geometry. Source: the Open Molecules 2025 dataset; level of theory: ωB97M-V with the def2-TZVPD basis set.

Values from the calculation:
**E_tot**: -853.23981 a.u.
**E_LUMO (spin up / spin down)**: 0.78 / -2.11 eV
**Max |F|**: 3.9 eV Å⁻¹
**Frontier orbital gap (spin up / spin down)**: 7.4 / 6.2 eV
**⟨S²⟩**: 6.0607

Geometry as ORCA input:
```
! RIJCOSX wB97M-V def2-TZVPD def2/J DEFGRID3
* xyz 0 5
C 2.41269 -0.02571 -1.91547
C 2.87315 0.58304 -0.70398
C 2.09293 1.76917 -0.48076
C 1.12091 1.88307 -1.55303
C 1.32014 0.72535 -2.44257
Pd 0.47047 0.23433 -0.52327
C 1.13875 -0.84363 1.48079
C 1.07855 -1.90938 0.51913
C 2.02450 -2.87947 0.13661
N 0.30737 -1.66203 -0.64445
H 2.14322 2.43916 0.37148
H 3.65538 0.17602 -0.07408
H 0.30984 2.58031 -1.68863
H 0.70176 0.45646 -3.29271
H 2.71926 -0.98127 -2.35549
H 2.11988 -0.46479 1.84115
H -0.71417 -1.89232 -0.79318
H 0.42903 -1.03128 2.29211
H 2.85977 -3.38914 0.66327
H 2.07825 -3.01140 -0.98427
O -1.74230 -1.75802 1.30632
C -2.10078 -0.56847 1.06691
C -3.44354 0.08482 1.45437
C -3.42070 1.46234 0.87042
C -2.00925 1.58951 0.17606
O -1.59664 2.56588 -0.39694
N -1.41127 0.37792 0.37540
H -4.25038 -0.50981 1.02091
H -3.50776 0.10913 2.54648
H -4.18862 1.63464 0.10481
H -3.47044 2.25561 1.62260
*
```

Atom charges from the Löwdin analysis, given in e for atoms 1 to 5:
1. C -0.165
2. C -0.137
3. C -0.154
4. C -0.220
5. C -0.163